(1)
Density functional theory data (wB97M-V/def2-TZVPD) for a molecular structure, C37H50InN5O7PTe in a non-equilibrium geometry.

Cartesian coordinates (Å):
In -0.49636 0.53489 0.95578
O 4.04575 0.17462 2.15807
C 2.67780 0.07114 1.99635
O 2.22478 -0.87009 1.31261
C 1.94246 0.60900 3.17196
C 2.57494 1.10637 4.30456
C 1.79519 1.58211 5.34826
C 0.41617 1.56363 5.23298
C -0.13546 1.04394 4.06992
N 0.61043 0.56242 3.09183
C -1.64464 1.03407 3.83540
O -2.36611 1.28784 4.79470
O -2.00289 0.73865 2.65281
H 4.42153 -0.38773 1.47106
H 3.65335 1.10157 4.35227
H 2.26314 1.97105 6.24407
H -0.25072 1.93982 5.99428
N 1.63917 -0.85207 -1.75163
C 1.37708 -0.55576 -3.05347
C 2.23098 -0.89154 -4.09103
C 1.90112 -0.61999 -5.42558
C 0.71213 -0.02735 -5.75303
C -0.17653 0.36631 -4.72777
C -1.42650 0.96886 -4.98897
C -2.23237 1.32718 -3.94828
C -1.77902 1.11791 -2.63071
N -0.62581 0.56890 -2.34455
C 0.16733 0.15897 -3.36716
H 2.38181 -1.50081 -1.55813
H 0.82617 -0.93363 -1.14230
H 3.16170 -1.40078 -3.86776
H 2.59588 -0.89971 -6.20845
H 0.43775 0.15296 -6.78569
H -1.72783 1.12361 -6.01913
H -3.19806 1.78664 -4.11413
H -2.38793 1.41732 -1.78840
O -0.27940 3.40887 -0.57496
N -0.86464 2.97321 0.42207
O -0.38352 3.12241 1.56630
O -1.92737 2.28792 0.28446
C 4.18166 7.73981 -0.37847
C 3.59663 6.35923 -0.23091
C 3.46576 5.76581 1.01701
C 2.95241 4.48194 1.15899
C 2.84548 3.87668 2.53026
C 2.55744 3.75924 0.02607
Te 2.02156 1.67048 0.19849
C 2.66366 4.35208 -1.23504
C 2.22802 3.66488 -2.50481
C 3.18176 5.64060 -1.34101
H 4.58520 8.09234 0.57044
H 3.42360 8.45109 -0.71353
H 4.98552 7.73861 -1.11667
H 3.77595 6.30997 1.90368
H 3.15005 4.58950 3.29864
H 3.48723 2.99710 2.59836
H 1.81675 3.56805 2.72425
H 1.97191 2.62296 -2.32763
H 3.01874 3.71846 -3.25553
H 1.34163 4.16087 -2.90572
H 3.25920 6.09223 -2.32629
C -1.41007 -2.86259 -2.50924
C -1.32789 -3.70730 -1.22833
C 0.12932 -4.16777 -1.09411
C -2.22243 -4.94129 -1.36842
P -1.69912 -2.56059 0.27342
N -0.88974 -1.26645 -0.01492
C -1.16787 -3.49109 1.87040
C -1.77628 -2.72453 3.05237
C 0.35162 -3.35819 2.00790
C -1.55212 -4.96904 1.96726
C -3.60686 -2.34817 0.32520
C -3.94014 -1.12170 1.17386
C -4.40714 -3.54758 0.83308
C -4.05660 -1.98676 -1.09762
H -0.75554 -3.28096 -3.27886
H -1.08274 -1.84766 -2.29609
H -2.41597 -2.82688 -2.92331
H 0.47281 -4.58033 -2.04661
H 0.24071 -4.94938 -0.34322
H 0.76613 -3.32256 -0.83445
H -1.83838 -5.56616 -2.18127
H -3.24795 -4.67388 -1.62024
H -2.23721 -5.54554 -0.46174
H -1.60829 -1.65232 2.93558
H -1.29129 -3.03751 3.98121
H -2.84450 -2.90600 3.16404
H 0.67480 -2.34404 1.78767
H 0.89625 -4.03679 1.35606
H 0.64535 -3.58969 3.03660
H -2.61778 -5.13599 1.81181
H -1.29710 -5.33168 2.96811
H -0.99529 -5.57532 1.25270
H -3.68753 -1.23138 2.22317
H -5.01401 -0.92222 1.11156
H -3.41363 -0.24491 0.80518
H -4.23891 -3.72146 1.89570
H -4.17995 -4.46484 0.28997
H -5.47315 -3.33606 0.70416
H -3.37104 -1.25392 -1.52714
H -5.04995 -1.53145 -1.05553
H -4.12218 -2.85264 -1.75511

Forces on the atoms, in the same order (eV/Å):
-0.6 -1.4 0.7
-0.2 0.2 0.3
0.6 -1.4 -0.2
0.0 0.3 0.4
-0.2 0.3 0.6
0.1 -0.2 -0.2
-0.2 0.0 0.0
0.1 0.0 0.0
-0.2 0.1 0.0
0.2 0.1 -0.5
-0.1 0.0 0.2
0.1 0.0 -0.1
0.3 -0.3 -0.5
0.0 0.0 -0.1
0.0 0.0 0.0
0.0 0.0 0.0
0.0 0.0 0.0
-0.3 -0.3 -0.2
0.1 0.0 0.0
0.0 0.0 0.1
-0.2 0.1 -0.1
0.1 0.0 -0.2
0.1 0.0 0.3
0.0 0.0 0.1
0.0 0.0 -0.1
0.1 -0.1 0.0
0.0 0.0 -0.1
-0.1 0.0 -0.3
0.0 0.0 0.0
0.0 0.0 0.1
0.0 0.0 0.1
0.0 0.0 0.0
0.0 0.0 0.0
0.0 0.0 0.0
0.0 0.0 0.0
0.0 0.1 0.0
-0.8 0.0 0.6
0.5 2.4 -0.6
-0.4 0.0 -0.3
0.4 -0.9 0.0
-0.1 -0.1 0.0
0.0 0.0 0.0
0.0 0.0 -0.1
-0.1 -0.2 0.1
0.0 0.1 -0.1
-0.3 0.0 0.2
0.8 0.7 -0.7
-0.1 -0.1 -0.1
-0.1 0.1 0.1
0.0 0.0 0.1
0.0 0.0 0.0
0.0 0.0 0.0
0.0 0.1 0.0
0.0 0.0 0.0
0.0 0.0 0.0
0.0 0.0 0.1
0.0 -0.1 0.0
0.0 0.0 -0.1
0.0 0.0 0.0
0.0 0.0 0.0
0.0 0.0 0.0
0.0 0.1 0.0
-0.1 0.1 0.2
0.0 0.0 0.1
0.0 0.0 0.1
-0.2 -0.8 -0.2
0.0 0.9 0.8
-0.1 0.1 -0.2
0.0 0.0 -0.1
0.0 0.1 0.0
-0.1 0.1 -0.1
0.3 0.1 -0.1
0.1 0.0 0.1
0.1 0.0 0.0
0.0 0.0 0.0
0.0 -0.1 0.0
0.0 0.0 -0.1
0.0 0.0 0.0
-0.1 0.0 0.0
0.0 0.0 0.0
0.1 -0.1 0.0
0.0 0.0 0.0
0.0 0.0 0.0
0.0 0.0 -0.1
-0.1 0.0 0.1
0.0 -0.1 0.0
0.0 0.1 0.0
0.1 0.0 0.0
0.0 0.0 0.0
-0.1 0.0 0.0
0.1 -0.1 0.0
0.0 0.0 0.0
0.0 0.0 0.0
0.0 0.1 0.0
0.0 0.0 -0.1
0.0 0.1 0.0
0.0 0.0 0.0
-0.1 0.0 0.1
0.0 0.0 0.0
-0.1 0.0 -0.1
0.0 0.0 0.1
0.0 0.0 0.0

Values from the calculation:
Gap between HOMO and LUMO in Eh: 0.252
Energy in Ha: -3039.91579
HOMO level in eV: -4.581
Net charge: -1

---

(2)
Density functional theory data (wB97M-V/def2-TZVPD) for a molecular structure, C48H45BaN7OPS3.

Cartesian coordinates (Å):
Ba -0.31381 0.49799 0.32816
C -0.13844 0.12367 5.06027
C -1.28963 -0.44139 4.20360
C -0.91932 -1.54070 3.17052
N -1.63061 -1.24070 1.94648
C -2.64503 -1.91460 1.50122
C -2.96909 -3.25730 1.89644
C -4.16551 -3.92840 1.92907
C -5.44645 -3.48254 1.59113
C -5.72449 -2.27144 0.97859
C -4.87021 -1.31014 0.46357
C -3.44246 -1.22387 0.43483
N -2.76839 -0.45864 -0.37024
C -3.39993 0.35378 -1.37564
C -3.78321 1.77443 -0.89960
C -2.70055 2.87559 -0.86582
N -1.71948 2.81386 0.20377
C -1.88106 3.49039 1.30515
C -3.08233 4.20864 1.62546
C -3.29777 5.30432 2.43545
C -2.38516 6.07401 3.14810
C -1.03575 5.76405 3.29522
C -0.34807 4.62009 2.95005
C -0.77778 3.40067 2.32210
N -0.22646 2.23225 2.47328
C 0.78487 1.99611 3.49447
C 0.16518 1.61432 4.85218
H 0.77717 -0.45732 4.89920
H -0.37781 -0.00678 6.11929
H -1.75725 0.37427 3.65037
H -2.06793 -0.84793 4.85308
H -1.16364 -2.52076 3.59047
H 0.16300 -1.50959 2.98212
H -2.11250 -3.80403 2.26871
H -4.10924 -4.94227 2.31750
H -6.28175 -4.13413 1.81718
H -6.78038 -2.05795 0.83221
H -5.36629 -0.48381 -0.03255
H -4.31458 -0.10234 -1.77864
H -2.69999 0.45324 -2.21442
H -4.26174 1.70199 0.08231
H -4.55034 2.14100 -1.59234
H -3.23901 3.83172 -0.85924
H -2.14098 2.83437 -1.81126
H -3.96217 3.83726 1.11418
H -4.32908 5.64506 2.47069
H -2.74809 6.97699 3.62337
H -0.43980 6.50870 3.81621
H 0.68308 4.59801 3.28436
H 1.44733 2.85403 3.64255
H 1.41058 1.16118 3.15383
H -0.74891 2.20041 4.98563
H 0.85352 1.92759 5.64366
C -1.57804 1.54011 -4.75317
C -1.23320 0.19508 -4.69984
C 0.02424 -0.18380 -4.25634
C 0.95814 0.78263 -3.88338
C 0.59437 2.12793 -3.90472
C -0.66986 2.50435 -4.34227
P 2.63101 0.17086 -3.45927
C 3.39594 0.15624 -5.14080
C 2.94297 0.91281 -6.22216
C 3.58248 0.83713 -7.45135
C 4.68380 0.00615 -7.61700
C 5.13707 -0.75690 -6.55132
C 4.49009 -0.68674 -5.32447
C 3.42040 1.71274 -2.77718
C 4.26400 2.55806 -3.48258
C 4.93206 3.59346 -2.83716
C 4.78549 3.79067 -1.46919
C 3.96103 2.95058 -0.74545
C 3.28165 1.93369 -1.40259
H -2.56576 1.83428 -5.08538
H -1.95352 -0.56273 -4.97985
H 0.28160 -1.23374 -4.17931
H 1.30496 2.88857 -3.60261
H -0.94271 3.55226 -4.35871
H 2.08033 1.55692 -6.10491
H 3.21774 1.42686 -8.28331
H 5.17962 -0.05381 -8.57771
H 5.98606 -1.41682 -6.67777
H 4.83010 -1.29771 -4.49542
H 4.41655 2.40429 -4.54271
H 5.57376 4.25187 -3.40908
H 5.30725 4.59994 -0.97639
H 3.80744 3.08445 0.31735
O 2.47714 1.08477 0.47466
N 2.35303 1.08766 -0.72860
S 4.56359 -4.07262 2.09434
C 3.11208 -3.89452 1.29736
S 2.89932 -2.69731 0.07030
C 1.19526 -3.11865 -0.13310
N 0.85742 -4.09442 0.65163
N 1.92404 -4.53674 1.43157
C 1.58645 -5.60697 2.32227
C 2.54163 -6.41571 2.92751
C 2.13938 -7.43863 3.77854
C 0.79967 -7.67230 4.03445
C -0.15121 -6.87161 3.41416
C 0.23264 -5.85146 2.56286
S 0.19893 -2.27020 -1.21872
H 3.58777 -6.25028 2.74218
H 2.89649 -8.05839 4.24312
H 0.49806 -8.47013 4.70133
H -1.20622 -7.04085 3.58991
H -0.50479 -5.24469 2.06395

Forces on the atoms, in the same order (eV/Å):
-0.5 -0.6 0.1
-0.1 0.0 0.0
0.1 0.0 0.0
-0.3 0.2 0.1
0.0 0.4 -0.3
0.1 -0.2 0.1
0.1 0.0 0.1
0.0 0.1 0.0
0.0 0.0 0.0
0.1 0.0 0.0
0.0 0.1 -0.1
-0.4 0.0 -0.1
0.6 0.4 0.3
-0.3 0.2 0.1
-0.1 0.0 0.0
-0.1 0.0 0.0
0.2 -0.5 0.0
-0.3 0.1 -0.2
0.0 0.0 0.0
0.1 0.0 0.0
0.0 0.0 0.0
-0.1 -0.1 -0.1
0.1 -0.2 0.2
0.0 0.3 0.1
0.1 -0.1 -0.4
-0.3 0.0 0.0
0.1 -0.1 0.1
0.0 0.0 -0.1
0.0 0.0 0.0
0.0 0.0 0.0
0.0 0.0 0.0
0.2 -0.1 0.0
0.0 -0.1 0.0
0.0 0.0 0.0
0.0 0.0 0.0
0.0 0.0 0.0
0.0 0.0 0.0
0.0 0.0 0.0
0.1 -0.1 0.0
0.0 0.0 -0.1
0.0 0.0 0.0
0.0 0.0 0.0
0.1 0.1 0.0
-0.1 0.0 0.0
0.0 0.0 0.0
0.0 0.0 0.0
0.0 0.0 0.0
0.0 0.0 0.0
0.0 0.0 0.0
0.1 0.0 -0.1
0.1 0.1 0.0
0.0 0.0 0.0
0.0 0.0 0.0
0.0 0.0 0.0
0.0 0.0 0.0
0.0 0.0 0.0
0.1 0.1 0.1
0.0 0.0 -0.1
0.0 0.0 0.0
0.1 0.0 -0.2
-0.1 0.1 0.1
0.0 -0.1 0.0
0.0 0.0 0.0
0.0 0.0 0.0
0.0 0.0 0.0
0.0 0.0 0.0
-0.2 -0.3 0.0
0.1 0.1 0.0
-0.1 -0.1 0.0
0.0 0.0 -0.1
-0.1 0.1 0.2
0.2 0.0 -0.5
0.0 0.0 0.0
0.0 0.0 0.0
0.0 0.0 0.0
0.0 0.0 0.0
0.0 0.0 0.0
0.0 0.0 0.0
0.0 0.0 0.0
0.0 0.0 0.0
0.0 0.0 0.0
0.0 0.0 0.0
0.0 0.0 0.0
0.0 0.0 0.0
0.0 0.0 0.0
0.0 0.0 0.0
-0.1 -0.1 0.1
0.4 0.5 0.4
0.1 0.0 0.1
-0.3 -0.1 0.1
-0.1 0.2 -0.2
0.3 -0.1 0.3
0.0 0.0 -0.1
0.0 -0.1 0.0
0.0 0.1 0.0
0.0 -0.1 0.0
0.0 0.0 0.0
0.0 0.0 0.0
0.0 0.0 0.0
0.0 0.1 0.0
0.0 0.0 -0.3
0.0 0.0 0.0
0.0 0.0 0.0
0.0 0.0 0.0
0.0 0.0 0.0
0.0 0.0 0.0

Values from the calculation:
Gap between HOMO and LUMO in Eh: 0.145
Energy in Ha: -3876.04630
HOMO level in eV: -3.790
Net charge: -1

---

(3)
Density functional theory data (wB97M-V/def2-TZVPD) for 2 unconnected molecules or ions with the total composition C6H11N5 in a non-equilibrium geometry.

Cartesian coordinates (Å):
C 1.98278 0.87417 1.55697
C -0.31699 1.66539 -1.79381
C -0.19887 -0.25769 2.17102
C -1.68538 0.09016 -1.05341
C -0.34254 -0.35745 -0.98450
C 0.12484 -1.75014 -0.76753
N 0.80627 0.23895 1.84258
N 2.55273 0.67124 0.42747
N -1.62268 1.34084 -1.50005
N 0.42560 0.62906 -1.57650
N -1.16303 -1.02029 2.54629
H 2.11273 1.48870 2.38716
H -0.00004 2.48060 -2.33509
H -2.50252 -0.46103 -0.68761
H 1.13301 -1.75170 -0.53232
H 0.01787 -2.23717 -1.87466
H -0.56699 -2.29098 -0.00796
H 3.37399 1.20896 0.29793
H -2.49903 1.81837 -1.66098
H 1.44634 0.38589 -1.73458
H -1.61590 -1.05538 3.37839
H -1.46220 -1.71051 1.90121

Forces on the atoms, in the same order (eV/Å):
1.3 -0.3 -3.1
-2.8 -0.1 -0.6
2.2 0.0 0.3
4.3 -1.7 1.3
-2.6 -0.2 -0.9
-3.0 -1.2 -2.4
-3.7 -2.0 0.4
-2.2 -0.4 2.1
0.9 1.1 -0.7
1.3 -2.9 1.4
1.5 0.6 -3.1
1.5 1.5 1.1
0.4 2.0 -0.8
-1.2 -0.1 0.0
2.0 -0.4 0.8
0.2 0.5 2.9
1.5 0.6 -1.5
1.2 0.7 0.1
0.5 1.0 -0.3
-1.5 1.4 0.1
-1.4 0.5 3.5
-0.3 -0.8 -0.8

Values from the calculation:
Gap between HOMO and LUMO in Eh: 0.333
Energy in Ha: -508.31934
HOMO level in eV: -16.912
Net charge: +2

---

(4)
Density functional theory data (wB97M-V/def2-TZVPD) for C3H10N2O2 in the gas phase in a non-equilibrium geometry.

Cartesian coordinates (Å):
C 2.21034 0.31224 -0.61439
O 1.18051 1.04635 0.00622
C 0.15734 0.30464 0.74090
O -0.34716 1.12837 1.73417
C -0.93342 -0.09802 -0.27484
N -0.52702 -1.27215 -1.01161
N -2.25659 -0.23686 0.31244
H 2.85780 1.04102 -1.10046
H 2.78504 -0.24503 0.13572
H 1.80703 -0.38320 -1.35596
H 0.59356 -0.58731 1.21929
H -0.08663 2.03499 1.53283
H -0.93557 0.76624 -0.97702
H -0.52614 -2.07989 -0.39505
H -1.20495 -1.45661 -1.74308
H -2.54865 0.64299 0.72363
H -2.22548 -0.91776 1.06718

Forces on the atoms, in the same order (eV/Å):
0.0 -0.4 0.0
-1.1 -0.1 1.2
1.1 -0.1 -1.4
0.1 0.3 0.1
-0.1 0.9 -0.1
0.1 -0.1 0.1
-0.1 -0.1 -0.1
0.0 0.0 0.0
0.1 0.0 -0.1
0.1 0.1 0.1
0.1 0.1 -0.1
0.1 0.0 -0.1
-0.3 -0.5 0.3
0.0 0.0 -0.1
0.0 0.0 0.1
0.0 -0.1 0.1
-0.1 0.1 0.0

Values from the calculation:
Gap between HOMO and LUMO in Eh: 0.374
Energy in Ha: -380.27422
HOMO level in eV: -9.198
Net charge: 0
SMILES: CO[C@@H](O)C(N)N